1.
# C22H21BrCl56O2S

A cluster of 19 separate species, C22H21BrCl56O2S in total at a distorted geometry (ωB97M-V/def2-TZVPD, the Open Molecules 2025 dataset).

Values from the calculation:
frontier orbital gap = 10.0382 eV
LUMO = -0.1 eV

Each line ends with the Mulliken charge.
Cartesian coordinates (Å):
O  3.12  -0.57  2.89  -0.40
C  2.53  -0.24  1.94  0.14
O  1.22  0.24  1.93  -0.28
C  1.28  1.42  1.20  0.16
Cl  -0.15  1.72  0.26  -0.02
Br  1.40  2.88  2.56  -0.12
C  2.59  1.41  0.40  -1.20
C  2.94  -0.08  0.49  0.83
S  1.73  -1.08  -0.47  -0.10
Cl  4.58  -0.47  0.08  -0.06
H  2.50  1.78  -0.60  0.35
H  3.35  1.90  0.97  0.44
H  2.57  -2.00  -0.95  0.24
C  -0.87  -4.25  -0.88  0.04
Cl  -0.45  -5.92  -0.50  -0.14
Cl  -0.94  -3.29  0.59  -0.07
Cl  0.25  -3.58  -2.07  -0.11
H  -1.86  -4.25  -1.33  0.29
C  7.34  -2.37  1.61  0.57
Cl  7.48  -4.09  2.00  -0.13
Cl  7.90  -1.37  2.95  -0.11
Cl  8.24  -1.99  0.13  -0.14
H  6.30  -2.15  1.44  -0.20
C  2.72  2.41  -4.37  0.48
Cl  1.72  3.76  -3.84  -0.10
Cl  2.67  1.11  -3.18  0.00
Cl  2.22  1.83  -5.95  -0.14
H  3.74  2.76  -4.45  -0.22
C  -4.36  -0.66  1.62  -0.12
Cl  -3.16  0.38  0.86  0.06
Cl  -5.90  0.20  1.80  -0.14
Cl  -4.61  -2.14  0.68  -0.10
H  -4.02  -0.94  2.60  0.34
C  3.85  -0.04  6.11  0.28
Cl  3.36  -1.72  5.91  -0.14
Cl  3.52  0.52  7.75  -0.11
Cl  5.55  0.17  5.70  -0.12
H  3.26  0.56  5.43  0.06
C  6.60  -0.28  -3.03  0.49
Cl  5.62  -1.09  -4.24  -0.12
Cl  8.26  -0.07  -3.60  -0.13
Cl  5.89  1.27  -2.58  -0.12
H  6.63  -0.91  -2.15  -0.12
C  1.90  4.07  9.16  -0.02
Cl  1.05  5.53  9.63  -0.13
Cl  1.75  2.82  10.40  -0.09
Cl  1.32  3.46  7.61  -0.08
H  2.95  4.30  9.05  0.32
C  -5.38  3.13  -0.52  0.63
Cl  -4.72  2.96  -2.15  -0.07
Cl  -4.30  4.10  0.50  -0.11
Cl  -7.00  3.83  -0.56  -0.14
H  -5.45  2.15  -0.08  -0.33
C  6.46  4.39  -6.37  -0.12
Cl  5.45  5.75  -5.87  -0.12
Cl  6.41  3.10  -5.17  -0.02
Cl  5.95  3.79  -7.95  -0.13
H  7.48  4.74  -6.45  0.34
C  1.33  -7.32  -3.65  0.50
Cl  1.81  -9.00  -3.38  -0.13
Cl  2.68  -6.37  -4.26  -0.13
Cl  -0.05  -7.24  -4.75  -0.12
H  1.02  -6.91  -2.70  -0.12
C  -5.74  -0.47  -4.28  -0.11
Cl  -6.51  -1.85  -5.07  -0.08
Cl  -6.81  0.93  -4.28  -0.11
Cl  -5.27  -0.87  -2.63  -0.03
H  -4.85  -0.21  -4.83  0.29
C  -0.01  0.98  13.39  0.22
Cl  -0.91  1.71  14.72  -0.13
Cl  1.10  -0.25  13.98  -0.12
Cl  -1.12  0.30  12.19  -0.09
H  0.56  1.76  12.90  0.09
C  -1.86  4.70  -5.70  -0.03
Cl  -1.68  2.99  -5.28  -0.08
Cl  -1.35  5.73  -4.37  -0.11
Cl  -0.97  5.08  -7.17  -0.11
H  -2.91  4.89  -5.89  0.33
C  -3.76  -2.24  13.56  0.60
Cl  -4.52  -1.42  14.93  -0.14
Cl  -2.59  -3.44  14.10  -0.11
Cl  -4.98  -2.98  12.52  -0.12
H  -3.24  -1.50  12.97  -0.20
C  -3.40  -2.71  8.98  -0.06
Cl  -3.35  -4.40  9.50  -0.11
Cl  -2.69  -1.65  10.21  -0.02
Cl  -2.57  -2.51  7.44  -0.11
H  -4.43  -2.43  8.85  0.30
C  -7.98  -4.59  -7.83  0.35
Cl  -8.71  -6.15  -8.17  -0.14
Cl  -8.32  -4.06  -6.18  -0.13
Cl  -6.24  -4.62  -8.12  -0.10
H  -8.42  -3.86  -8.49  0.02
C  -7.50  -0.29  -8.30  0.87
Cl  -6.14  0.63  -8.94  -0.13
Cl  -8.90  0.75  -8.06  -0.12
Cl  -7.90  -1.64  -9.37  -0.16
H  -7.21  -0.70  -7.35  -0.42
C  4.83  4.44  -11.53  0.64
Cl  5.88  5.66  -12.25  -0.12
Cl  3.22  5.10  -11.22  -0.11
Cl  4.73  3.00  -12.55  -0.12
H  5.25  4.15  -10.58  -0.24



2.
# C25H35F3KN8O4S

A structure of composition C25H35F3KN8O4S at a distorted geometry (ωB97M-V/def2-TZVPD, the Open Molecules 2025 dataset).

Values from the calculation:
charge = -1
frontier orbital gap = 7.7876 eV
LUMO = 2.3 eV
relative energy (zero: lowest compared OMol25 entry of this formula, charge and spin) = 42.19 kcal per mole

Each line ends with the Mulliken charge.
Cartesian coordinates (Å):
K  1.13  -0.03  0.18  0.63
O  1.92  1.57  4.41  -0.74
C  1.85  0.87  3.40  -0.79
N  1.99  1.23  2.14  0.60
C  2.98  1.89  1.57  0.52
O  4.15  1.94  1.92  -0.77
C  2.59  2.55  0.27  -0.01
C  3.53  2.64  -0.76  -0.70
C  3.20  3.34  -1.90  -0.44
C  1.95  3.95  -1.97  -0.46
C  1.08  3.77  -0.92  -0.38
N  1.38  3.08  0.17  0.07
C  1.44  -0.57  3.57  0.78
C  2.00  -1.27  4.64  -0.69
C  1.63  -2.59  4.84  -0.58
C  0.71  -3.16  3.97  -0.69
C  0.23  -2.38  2.93  -0.60
N  0.58  -1.12  2.72  0.48
H  4.49  2.17  -0.64  0.49
H  3.89  3.41  -2.73  0.41
H  1.67  4.56  -2.82  0.46
H  0.09  4.21  -0.93  0.31
H  2.70  -0.77  5.28  0.52
H  2.04  -3.16  5.66  0.42
H  0.38  -4.18  4.10  0.41
H  -0.49  -2.78  2.23  0.42
C  -1.94  1.03  -1.88  -0.09
C  -2.55  -0.23  -2.53  -0.94
N  -1.60  -1.31  -2.44  0.09
C  -1.41  -2.14  -3.60  -0.93
C  -0.63  -1.38  -4.69  -0.57
N  0.60  -0.80  -4.17  -0.05
C  0.77  0.63  -4.30  -0.90
C  -0.32  1.52  -3.66  -0.73
N  -0.55  1.15  -2.28  1.22
H  -2.55  1.91  -2.17  0.36
H  -1.98  0.94  -0.80  -0.47
H  -3.52  -0.45  -2.05  0.44
H  -2.75  -0.03  -3.59  0.31
H  -1.68  -1.83  -1.58  0.19
H  -0.81  -3.00  -3.31  0.43
H  -2.36  -2.52  -4.03  0.33
H  -1.28  -0.61  -5.13  0.25
H  -0.38  -2.08  -5.49  0.41
H  0.70  -1.03  -3.19  -0.17
H  1.73  0.86  -3.83  0.33
H  0.84  0.89  -5.37  0.38
H  -0.03  2.57  -3.78  0.43
H  -1.25  1.39  -4.22  0.32
H  -0.04  1.75  -1.65  -0.67
C  -0.82  2.81  5.24  -1.21
N  -0.97  2.51  3.84  0.31
C  -0.31  3.46  2.96  -0.79
C  -1.73  1.54  3.32  0.45
S  -2.21  1.64  1.73  -0.42
N  -2.23  0.56  4.13  0.12
C  -1.40  -0.10  5.13  -1.26
C  -3.25  -0.31  3.59  -1.09
H  -0.97  3.89  5.37  0.47
H  0.18  2.55  5.58  0.27
H  -1.57  2.29  5.82  0.40
H  0.49  3.93  3.51  0.40
H  -1.03  4.21  2.61  0.35
H  0.11  2.95  2.09  -0.02
H  -0.42  0.37  5.18  0.37
H  -1.25  -1.15  4.86  0.40
H  -1.88  -0.06  6.11  0.35
H  -3.94  0.28  2.99  0.42
H  -3.78  -0.79  4.41  0.36
H  -2.82  -1.09  2.94  0.26
F  4.15  -2.42  -2.80  -0.26
C  3.25  -2.91  -1.92  0.67
F  3.96  -3.68  -1.06  -0.28
F  2.47  -3.76  -2.62  -0.27
C  2.41  -1.82  -1.18  0.76
O  1.52  -2.28  -0.46  -0.76
O  2.71  -0.65  -1.42  -0.66



3.
# C22H31

A cluster of 2 separate species, C22H31 in total at a distorted geometry (ωB97M-V/def2-TZVPD, the Open Molecules 2025 dataset).

Values from the calculation:
charge = +1
frontier orbital gap = 6.5004 eV
LUMO = -5.5 eV

Each line ends with the Mulliken charge.
Cartesian coordinates (Å):
C  4.73  -1.14  -1.04  -0.56
C  4.38  -1.52  0.41  -0.98
C  2.96  -1.22  0.92  -0.63
C  2.47  0.22  0.75  -0.82
C  0.94  0.40  0.63  -1.05
C  0.21  -0.35  -0.47  1.53
C  -0.83  -1.14  -0.17  -1.58
C  0.55  -0.06  -1.92  -1.21
C  2.00  -0.33  -2.42  -0.81
C  2.49  -1.77  -2.27  -0.64
C  4.00  -1.95  -2.12  -0.98
H  4.62  -0.06  -1.21  0.32
H  5.80  -1.35  -1.16  0.39
H  4.55  -2.60  0.52  0.36
H  5.09  -1.02  1.08  0.33
H  2.24  -1.93  0.49  0.26
H  2.96  -1.43  2.00  0.50
H  2.80  0.79  1.64  0.57
H  2.97  0.71  -0.10  0.39
H  0.48  0.12  1.59  0.42
H  0.74  1.47  0.49  0.23
H  -1.34  -1.72  -0.95  0.47
H  -1.11  -1.32  0.88  0.43
H  -0.14  -0.64  -2.55  0.37
H  0.33  1.00  -2.10  0.29
H  2.01  -0.09  -3.50  0.54
H  2.69  0.39  -1.96  0.42
H  1.96  -2.27  -1.45  0.28
H  2.19  -2.31  -3.18  0.51
H  4.47  -1.73  -3.09  0.33
H  4.19  -3.02  -1.93  0.35
C  -3.75  0.15  -0.65  -0.86
C  -3.80  0.81  -2.08  -0.75
C  -3.02  2.08  -1.89  -0.47
C  -2.59  2.22  -0.58  -0.55
C  -3.01  1.13  0.21  0.76
C  -3.00  1.11  1.64  1.04
C  -2.27  2.10  2.37  -0.25
C  -2.37  2.18  3.75  -0.89
C  -3.17  1.28  4.47  -0.34
C  -3.89  0.30  3.77  -0.81
C  -3.80  0.19  2.39  -0.12
H  -4.77  -0.04  -0.28  0.50
H  -3.24  -0.83  -0.68  0.29
H  -3.38  0.15  -2.85  0.32
H  -4.85  1.00  -2.35  0.38
H  -2.86  2.79  -2.70  0.46
H  -2.04  3.08  -0.19  0.43
H  -1.66  2.82  1.81  0.21
H  -1.81  2.96  4.28  0.41
H  -3.25  1.36  5.56  0.41
H  -4.54  -0.39  4.32  0.40
H  -4.36  -0.58  1.85  0.37



4.
# C2Cl3N

An isolated molecule of C2Cl3N at a distorted geometry (ωB97M-V/def2-TZVPD, the Open Molecules 2025 dataset).

Values from the calculation:
frontier orbital gap = 11.5247 eV
SMILES = N#CC(Cl)(Cl)Cl
LUMO = -0.2 eV
relative energy (zero: lowest compared OMol25 entry of this formula, charge and spin) = 15.23 kcal per mole

Each line ends with the Mulliken charge.
Cartesian coordinates (Å):
C  0.43  -0.15  -0.17  0.60
C  -0.99  0.30  0.10  0.03
N  -2.07  0.63  0.62  -0.38
Cl  1.33  1.10  0.67  -0.09
Cl  0.69  -0.25  -1.98  -0.09
Cl  0.60  -1.63  0.77  -0.08